1.
This record from the OMol25 dataset describes a gas-phase ion, C7H9FNO3PS (charge -2) in a non-equilibrium geometry. The level of theory is wB97M-V/def2-TZVPD.

## Properties
- net charge = -2
- SMILES string = CC(C)C1=NC#S(OP([O-])([O-])=CF)=C1
- relative energy (zero: lowest compared OMol25 entry of this formula, charge and spin) (eV) = 1.818
- lowest unoccupied orbital energy (eV) = 5.14

Positions of all 23 atoms, in Å:
C (2.98566, -1.54591, -0.65536)
C (1.55186, -1.66589, -0.14393)
C (0.80673, -2.78274, -0.88209)
C (0.77432, -0.37598, -0.25182)
N (-0.11459, -0.12107, 0.77041)
C (-0.75918, 0.95847, 0.54009)
S (-0.46804, 1.83095, -0.88024)
O (-2.02033, 3.14794, -0.33220)
P (-2.90527, 3.32453, 0.92412)
O (-2.43316, 4.40393, 1.85618)
O (-4.37975, 3.31091, 0.58632)
C (-2.75119, 1.66771, 1.82954)
F (-2.45066, 1.50108, 3.12715)
C (0.74957, 0.55733, -1.23192)
H (2.99802, -1.39567, -1.73335)
H (3.55590, -2.45071, -0.42431)
H (3.47883, -0.69636, -0.18606)
H (1.57903, -1.92329, 0.92275)
H (0.71798, -2.53669, -1.93909)
H (-0.19413, -2.88661, -0.47026)
H (1.32881, -3.73957, -0.78617)
H (-3.39705, 0.85699, 1.49067)
H (1.34664, 0.56067, -2.13041)

2.
This record from the OMol25 dataset describes 3 unconnected molecules or ions with the total composition C7H9I2N2O4 in a non-equilibrium geometry. The level of theory is wB97M-V/def2-TZVPD.

## Properties
- net charge = -1
- relative energy (zero: lowest compared OMol25 entry of this formula, charge and spin) (eV) = 2.060
- lowest unoccupied orbital energy (eV) = 2.65

Positions of all 24 atoms, in Å:
C (-0.47845, -0.88822, 0.26400)
C (0.40461, 0.10675, 2.34110)
C (3.43729, -2.60130, 0.15983)
C (-1.58780, 1.70695, -2.17177)
C (0.70233, -2.97457, 0.66449)
C (0.18189, -2.03333, -0.15313)
C (-1.35522, 1.09167, -0.82200)
N (-0.01462, 0.67167, 3.53023)
N (-0.83473, -0.04152, -0.62825)
O (3.92423, -2.36950, 1.17398)
O (-0.51490, -0.55907, 1.72490)
O (1.54332, 0.18174, 1.86095)
O (3.10305, -2.90419, -0.89765)
I (2.94448, 1.63540, -0.87149)
I (-1.64976, 2.58752, 0.78566)
H (-2.01551, 2.71294, -1.96089)
H (-0.56481, 1.49916, -2.71679)
H (-2.32295, 1.16270, -2.70524)
H (0.85112, -2.88686, 1.72659)
H (0.98939, -3.96889, 0.21160)
H (0.42841, -2.01028, -1.16096)
H (-1.00023, 0.36177, 3.74062)
H (0.08624, 1.64861, 3.70891)
H (2.44624, 0.88815, 0.32942)

3.
This record from the OMol25 dataset describes a molecular structure, C7H9I2NO4Yb in a non-equilibrium geometry. The level of theory is wB97M-V/def2-TZVPD.

## Properties
- net charge = +2
- relative energy (zero: lowest compared OMol25 entry of this formula, charge and spin) (eV) = 0.000
- lowest unoccupied orbital energy (eV) = -9.39

Positions of all 24 atoms, in Å:
C (1.37066, -1.92103, 0.10384)
C (1.94358, -0.74811, -0.64576)
I (2.55282, -1.21661, -2.61262)
C (2.06208, 0.50460, -0.16994)
I (3.00972, 2.07471, -1.16095)
O (1.69189, 0.73947, 1.08909)
C (0.49271, 1.43210, 1.44331)
O (0.23578, 1.47920, 2.59222)
N (-0.15262, 2.02334, 0.35753)
C (-1.06319, 1.16265, -0.42311)
C (-2.36548, 0.86686, 0.31679)
O (-3.09847, -0.14153, -0.38690)
C (-2.62360, -1.37936, -0.29112)
O (-1.71616, -1.71340, 0.41910)
H (1.07703, -1.61531, 1.10768)
H (0.48084, -2.31603, -0.39304)
H (2.08188, -2.75431, 0.16947)
H (-0.66050, 2.80955, 0.75955)
H (-0.58381, 0.20813, -0.64382)
H (-1.25468, 1.65018, -1.38041)
H (-2.15786, 0.57314, 1.34772)
H (-3.02235, 1.73606, 0.34070)
H (-3.15493, -2.05453, -0.96907)
Yb (4.85466, -1.39977, -0.97025)

4.
This record from the OMol25 dataset describes a gas-phase ion, C7H9IN3 (charge +1) in a non-equilibrium geometry. The level of theory is wB97M-V/def2-TZVPD.

## Properties
- net charge = +1
- SMILES string = C/N=c1\cc[nH]cc1/[NH+]=C/I
- relative energy (zero: lowest compared OMol25 entry of this formula, charge and spin) (eV) = 0.853
- lowest unoccupied orbital energy (eV) = -4.51

Positions of all 20 atoms, in Å:
C (0.01201, -1.20753, -2.20183)
N (0.47651, -0.21011, -1.40059)
C (0.06875, 0.00265, -0.23276)
C (-1.01421, -0.64617, 0.46789)
C (-1.41114, -0.35167, 1.70989)
N (-0.69478, 0.45958, 2.42418)
C (0.21142, 1.21195, 1.85230)
C (0.71074, 1.00582, 0.59318)
N (1.75834, 1.83342, 0.22540)
C (2.35005, 1.89246, -0.91507)
I (3.67728, 3.41226, -1.26453)
H (-0.14785, -0.86911, -3.20093)
H (0.80209, -1.86027, -2.45449)
H (-0.94489, -1.73518, -1.81588)
H (-1.68749, -1.31827, 0.00533)
H (-2.14397, -0.92397, 2.23123)
H (-1.08833, 0.72183, 3.28582)
H (0.62909, 1.98370, 2.48883)
H (2.30745, 2.44650, 0.90434)
H (2.09679, 1.15572, -1.69233)

5.
This record from the OMol25 dataset describes a molecular structure, C7H9N in a non-equilibrium geometry. The level of theory is wB97M-V/def2-TZVPD.

## Properties
- net charge = 0
- relative energy (zero: lowest compared OMol25 entry of this formula, charge and spin) (eV) = 7.059
- lowest unoccupied orbital energy (eV) = 0.14

Positions of all 17 atoms, in Å:
C (0.13049, 1.44038, -1.62705)
C (-0.04523, 0.11267, -1.86850)
C (-0.99799, 0.52215, 0.26821)
C (-0.81683, -0.76062, -0.36692)
C (0.16403, -1.54329, 0.04784)
C (0.91135, -1.11055, 1.21414)
C (0.79586, 0.20971, 1.70094)
H (-0.53850, 2.10954, -2.23668)
H (0.66918, 1.87966, -0.78436)
H (-0.65689, -0.30666, -2.68664)
H (0.39279, -0.55979, -1.23213)
H (-1.84244, 1.14654, 0.05661)
H (-1.30578, -1.07641, -1.23967)
H (0.37240, -2.45126, -0.42681)
H (1.64684, -1.81958, 1.50381)
H (1.73330, 0.53615, 2.33566)
N (-0.18871, 1.04558, 1.21403)

6.
This record from the OMol25 dataset describes C7H9N in the gas phase in a non-equilibrium geometry. The level of theory is wB97M-V/def2-TZVPD.

## Properties
- net charge = 0
- relative energy (zero: lowest compared OMol25 entry of this formula, charge and spin) (eV) = 8.102
- lowest unoccupied orbital energy (eV) = 0.41

Positions of all 17 atoms, in Å:
C (-1.74817, -0.35380, -0.71785)
C (-1.32236, 0.38825, 0.38081)
C (0.02082, 1.15365, 0.76616)
C (1.42375, 1.22107, 0.23220)
C (1.80680, -0.23169, -0.40687)
C (-0.57484, -1.40492, -0.83319)
C (-0.11720, -0.31933, 1.00696)
H (-2.00364, 0.20064, -1.71204)
H (-2.89289, -0.70805, -0.59728)
H (-2.16995, 0.96128, 0.93890)
H (-0.00471, 1.71853, 1.75049)
H (1.54659, 1.90393, -0.64814)
H (2.20312, 1.51331, 0.93093)
H (2.43695, -0.51566, -1.31963)
H (-0.04959, -1.56685, -1.73208)
H (0.23962, -0.85028, 1.80721)
N (0.53738, -0.76804, -0.28396)

7.
This record from the OMol25 dataset describes a gas-phase ion, C7H9N2 (charge +1) in a non-equilibrium geometry. The level of theory is wB97M-V/def2-TZVPD.

## Properties
- net charge = +1
- relative energy (zero: lowest compared OMol25 entry of this formula, charge and spin) (eV) = 5.378
- lowest unoccupied orbital energy (alpha / beta) (eV) = -5.25 / -5.26

Positions of all 18 atoms, in Å:
C (1.31172, 1.48753, -0.29450)
C (2.34083, 0.74427, 0.17632)
C (-0.00110, 0.94949, -0.27258)
C (-2.25101, -0.06357, 0.01126)
C (2.21450, -0.72377, 0.38586)
C (1.04868, -1.29265, -0.42548)
C (-3.55617, 0.41511, 0.18111)
N (-1.32218, -0.80725, -0.10082)
N (-0.08195, -0.39125, -0.28260)
H (1.41626, 2.54842, -0.46176)
H (3.27105, 1.20694, 0.47294)
H (3.13826, -1.21651, 0.07557)
H (2.10352, -0.92593, 1.45793)
H (1.32136, -1.34669, -1.48592)
H (0.76138, -2.28588, -0.07871)
H (-4.27013, -0.13658, -0.43947)
H (-3.57965, 1.46061, -0.14832)
H (-3.86536, 0.37772, 1.22918)

8.
This record from the OMol25 dataset describes a gas-phase ion, C7H9N2 (charge +1) in a non-equilibrium geometry. The level of theory is wB97M-V/def2-TZVPD.

## Properties
- net charge = +1
- SMILES string = C1=Cc2[nH]cc[n+]2CC1
- relative energy (zero: lowest compared OMol25 entry of this formula, charge and spin) (eV) = 1.053
- lowest unoccupied orbital energy (eV) = -3.95

Positions of all 18 atoms, in Å:
C (1.89008, -0.41394, -0.20331)
C (1.10958, -1.41311, 0.20139)
C (-0.30947, -1.10830, 0.20418)
N (-1.38498, -1.86778, 0.54989)
C (-2.48627, -1.12013, 0.70447)
C (-2.10948, 0.16978, 0.46056)
N (-0.82590, 0.21247, 0.13771)
C (0.03863, 1.36530, -0.37159)
C (1.49255, 0.98674, -0.64250)
H (2.92313, -0.37678, 0.01760)
H (1.53652, -2.39929, 0.30419)
H (-1.34562, -2.81963, 0.54288)
H (-3.55584, -1.53060, 0.76652)
H (-2.79975, 1.09301, 0.40578)
H (-0.02020, 2.07488, 0.62552)
H (-0.46562, 1.93648, -1.11919)
H (2.14937, 1.83643, -0.28708)
H (1.53549, 0.83316, -1.77612)

9.
This record from the OMol25 dataset describes 2 unconnected molecules or ions with the total composition C7H9N2O in a non-equilibrium geometry. The level of theory is wB97M-V/def2-TZVPD.

## Properties
- net charge = -1
- relative energy (zero: lowest compared OMol25 entry of this formula, charge and spin) (eV) = 1.931
- lowest unoccupied orbital energy (eV) = 4.12

Positions of all 19 atoms, in Å:
C (-2.07928, 1.62538, -0.23711)
C (-1.66133, 0.99324, 0.94590)
C (-1.50690, 0.95967, -1.40778)
C (-0.93418, -0.10727, 1.04961)
C (-0.68139, -0.17691, -1.28136)
C (-0.36756, -0.79190, -0.05085)
C (0.37192, -1.93590, 0.05726)
N (2.38534, 0.56097, 0.46849)
N (2.43378, -0.49695, -0.41517)
O (3.30232, -1.34052, -0.19090)
H (-2.43518, 2.68578, -0.32740)
H (-2.06768, 1.42726, 1.90360)
H (-1.51090, 1.40577, -2.31881)
H (-0.75516, -0.69190, 2.00570)
H (0.00382, -0.36806, -2.11677)
H (0.46875, -2.46043, 0.97525)
H (0.75130, -2.41726, -0.85328)
H (1.40884, 0.75493, 0.42582)
H (2.87347, 0.37411, 1.36780)

10.
This record from the OMol25 dataset describes a gas-phase ion, C7H9N2O (charge +1) in a non-equilibrium geometry. The level of theory is wB97M-V/def2-TZVPD.

## Properties
- net charge = +1
- SMILES string = CN(C#[NH+])/C=C\C=C=CO
- relative energy (zero: lowest compared OMol25 entry of this formula, charge and spin) (eV) = 5.149
- lowest unoccupied orbital energy (eV) = -4.45

Positions of all 19 atoms, in Å:
C (2.24542, -1.61995, 1.13718)
N (1.12621, -0.69693, 0.80033)
C (1.40756, 0.56681, 0.78697)
N (2.10099, 1.50499, 0.83114)
C (-0.12779, -1.31589, 0.41139)
C (-1.15515, -0.56169, 0.10719)
C (-1.18449, 0.89381, -0.01741)
C (-1.78206, 1.49799, -1.03707)
C (-2.32077, 2.06039, -2.04097)
O (-3.66522, 2.43913, -2.16271)
H (1.88160, -2.17670, 2.06286)
H (2.42402, -2.35293, 0.32275)
H (3.16363, -1.06334, 1.48150)
H (2.75374, 2.13440, 0.39964)
H (0.08059, -2.37754, 0.59464)
H (-2.09123, -0.92521, -0.13890)
H (-0.70053, 1.42330, 0.84212)
H (-1.68204, 2.20679, -2.95545)
H (-3.80931, 2.99228, -2.99393)

11.
This record from the OMol25 dataset describes a gas-phase ion, C7H9N2O (charge +1) in a non-equilibrium geometry. The level of theory is wB97M-V/def2-TZVPD.

## Properties
- net charge = +1
- SMILES string = C[C@@H]1[NH2+]/C1=C1/N=CC=CO1
- relative energy (zero: lowest compared OMol25 entry of this formula, charge and spin) (eV) = 4.712
- lowest unoccupied orbital energy (alpha / beta) (eV) = -4.12 / -4.12

Positions of all 19 atoms, in Å:
C (2.20235, 0.81418, -0.61634)
C (2.19421, -0.10732, 0.54678)
N (1.88402, -1.51505, 0.27043)
C (0.84799, -0.58906, 0.86701)
C (-0.52951, -0.36207, 0.46560)
N (-0.98917, 0.89386, 0.77356)
C (-2.09601, 1.30796, 0.32255)
C (-3.05785, 0.48723, -0.40437)
C (-2.74437, -0.81576, -0.52423)
O (-1.36294, -1.19742, -0.13583)
H (1.41029, 0.42756, -1.30506)
H (3.16530, 1.04872, -1.20561)
H (1.88638, 1.91624, -0.38467)
H (2.98163, 0.15077, 1.29533)
H (1.61830, -1.75848, -0.68517)
H (2.29580, -2.12109, 1.02240)
H (-2.38302, 2.26860, 0.72642)
H (-4.00586, 0.90823, -0.41330)
H (-3.31755, -1.75710, -0.61550)

12.
This record from the OMol25 dataset describes a gas-phase ion, C7H9N2O2 (charge +1) in a non-equilibrium geometry. The level of theory is wB97M-V/def2-TZVPD.

## Properties
- net charge = +1
- SMILES string = Cc1cc2[n+](n1C)COC2=O
- relative energy (zero: lowest compared OMol25 entry of this formula, charge and spin) (eV) = 2.388
- lowest unoccupied orbital energy (eV) = -4.27

Positions of all 20 atoms, in Å:
C (-2.09689, 1.74147, -0.02646)
C (-0.77224, 1.08132, -0.00835)
C (0.50552, 1.65728, 0.00381)
C (1.39186, 0.59889, -0.09594)
N (0.69177, -0.54301, -0.19558)
N (-0.60756, -0.26596, -0.09921)
C (-1.49448, -1.43375, 0.12848)
C (1.68215, -1.69910, -0.07322)
O (2.88865, -1.12362, -0.13449)
C (2.85923, 0.29917, 0.01930)
O (3.78835, 0.91910, 0.30269)
H (-2.25358, 1.82840, -1.10601)
H (-2.94424, 1.20368, 0.41214)
H (-1.96583, 2.72647, 0.36062)
H (0.54163, 2.67301, -0.08262)
H (-1.26741, -2.10248, 0.99443)
H (-2.43954, -1.04532, 0.28704)
H (-1.42236, -2.00992, -0.87300)
H (1.42478, -2.06250, 1.05365)
H (1.49020, -2.44313, -0.86727)